H37O18 | the ωB97M-V functional and the def2-TZVPD basis

## Properties
Total energy, eV: -37446.760
HOMO-LUMO gap, eV: 10.54
Relative energy (zero: lowest compared OMol25 entry of this formula, charge and spin), eV: 6.672
Total charge: +1
Largest force on an atom, eV/Å: 4.6
HOMO level, eV: -13.04

Each line ends with the Löwdin charge.
Cartesian coordinates (Å):
O 3.8793 -2.8836 -2.0141  -0.08
H -3.7357 -1.5778 3.4584  0.05
H 1.1440 4.5747 0.6654  -0.05
O 0.9994 5.0097 1.4935  -0.03
H 3.6705 -3.8530 -1.8956  0.05
O -2.2230 -1.3000 -2.2938  -0.10
H -2.0765 -2.2269 -2.6024  0.04
H -1.5372 -0.7181 -2.7657  0.07
O -1.1127 1.6567 -1.3996  -0.06
H -2.0172 1.9901 -1.4357  0.07
H -0.7713 2.3570 -0.8229  0.01
O 1.5089 -4.1235 1.8992  0.00
H 2.4173 -4.0552 1.8973  0.02
H 0.9724 -3.7168 2.5750  0.04
O -0.4699 -0.7494 0.2395  0.04
H -0.1962 0.1062 0.3775  -0.03
H -1.2840 -0.6235 -0.1297  -0.02
O 0.1439 -2.5238 -3.3896  -0.11
H -1.5651 -3.5063 0.8732  0.14
H -0.1967 -3.3271 -1.8238  0.08
O 1.1242 1.5228 5.3702  -0.05
H 0.6242 0.9647 5.9856  0.04
H 1.3236 2.3037 5.8601  0.02
O 0.6716 4.4184 -1.7931  -0.05
H 1.0945 3.6281 -2.2686  0.09
H 4.5207 -3.2329 -2.6541  0.04
O -0.3915 -4.1806 -1.2335  -0.10
H 0.8103 -1.7774 -3.1485  0.10
H 0.1601 -4.8482 -1.7365  0.10
O 0.5841 2.1361 0.7241  -0.06
H 1.0284 2.8388 0.2806  -0.03
H -0.1280 2.4492 1.3598  0.12
O -0.7732 2.6552 -3.7243  -0.11
H -0.5606 3.3015 -2.9620  0.02
H -1.2155 3.2049 -4.3971  0.05
O -2.9496 -1.1298 3.7366  -0.04
H 0.7871 5.2415 -2.2467  0.06
H -2.7631 -1.5145 4.6042  0.06
O 3.0888 3.4865 0.4799  -0.09
H 2.8163 2.5394 0.8734  0.13
H 3.2184 3.3082 -0.4532  0.03
O -0.7755 -2.0652 3.2214  -0.03
H -1.1931 -1.2591 2.9785  0.01
H -0.7157 -2.0391 4.1427  0.02
O 2.1488 0.2974 -2.2455  0.01
H 1.3039 0.5671 -1.9999  -0.02
H 2.6355 0.8733 -2.7929  0.02
O -0.6370 -3.4425 1.0889  0.11
H 0.0031 -3.9452 0.3362  0.19
H -0.3793 -2.4922 1.1267  0.09
O -5.0739 0.6938 0.6712  0.00
H -5.1891 0.6334 -0.2496  0.01
H -4.9985 1.5338 1.0137  -0.01
H 0.6912 -2.9142 -4.1532  0.12
H 1.5589 5.7335 1.2990  0.02



H39O19 | the ωB97M-V functional and the def2-TZVPD basis

## Properties
Total energy, eV: -39528.121
HOMO-LUMO gap, eV: 10.43
Relative energy (zero: lowest compared OMol25 entry of this formula, charge and spin), eV: 2.898
Total charge: +1
Largest force on an atom, eV/Å: 2.9
HOMO level, eV: -13.29

Each line ends with the Löwdin charge.
Cartesian coordinates (Å):
O 0.1611 2.5616 -1.7244  -0.06
H -0.9117 -3.4294 0.3384  0.03
H -0.7298 2.7196 -2.0618  0.03
O -1.6608 0.3038 3.1223  -0.06
H -0.7800 0.5771 2.8072  0.00
H -1.8589 0.7547 3.9658  0.08
O -3.5489 -1.6317 0.7156  -0.05
H -3.5376 -2.5780 0.5513  0.03
H -4.3825 -1.3853 1.1194  0.05
O 0.0496 2.1269 1.8722  -0.08
H -0.5403 2.7616 1.4433  0.05
H 2.2641 2.4890 -0.4114  0.05
O -1.5147 -1.8804 -3.8112  -0.05
H -1.0601 -2.0615 -4.6257  0.06
H -1.3538 -1.6775 -2.9005  0.00
O -3.2046 1.9316 -0.1013  -0.05
H -3.6224 1.4128 0.5873  0.03
H -3.6198 1.8719 -0.9645  0.04
O 1.7283 -3.0240 -1.3781  -0.06
H 1.2007 -3.8216 -1.2939  0.05
H 2.6431 -3.2340 -1.1216  0.05
O -0.1920 -3.0591 0.8663  -0.04
H -0.7047 -2.5625 1.5166  0.03
O 3.8838 0.3427 -2.4444  -0.06
H 3.2814 -0.4046 -2.7352  0.07
H 4.0931 -0.1162 -1.6031  0.07
O -2.7190 -3.0810 -1.6462  -0.05
H -2.9315 -2.2295 -1.2582  0.01
H 1.0133 -0.6121 -3.6784  0.08
O 0.8234 -0.4045 -0.4273  0.07
H -0.0970 -0.6736 -0.5572  0.11
H 1.3136 -0.8100 -1.1854  0.07
O 2.1734 1.5979 -0.7975  -0.01
H 2.9193 1.4431 -1.4221  0.07
H 1.2410 0.6956 -0.7218  0.12
O 1.9838 -0.1035 2.3842  -0.05
H -3.2687 -3.3727 -2.3725  0.06
H 0.2815 3.1499 -0.9584  0.04
O 2.1070 3.7087 0.7609  -0.03
H 2.0272 4.5198 0.2407  0.08
H 0.1685 2.4171 2.7799  0.06
O -2.0642 3.1064 2.8062  -0.06
H -2.3250 3.8647 2.2498  0.08
H -2.4787 2.2849 2.5201  0.01
O -1.8874 1.3186 -2.8553  -0.05
H 2.8036 -2.4123 1.4037  0.03
H -1.6561 0.9230 -2.0088  0.02
O 3.3050 -1.7641 0.8987  -0.08
H -1.9050 0.6060 -3.5040  0.04
H 2.6827 -0.9978 0.9688  0.00
O 1.0884 0.0354 -2.9533  -0.06
H 1.2361 0.9330 -3.3246  0.09
H 1.1846 0.5026 2.3866  0.04
O -0.1086 -2.0849 4.7442  -0.04
H -0.7830 -1.6095 4.2239  0.01
H 0.7552 -1.9355 4.3594  0.01
H 1.5392 -0.8186 2.8624  0.03
H 2.3610 3.8548 1.6810  0.09



H39O20 | the ωB97M-V functional and the def2-TZVPD basis

## Properties
Total energy, eV: -41585.280
HOMO-LUMO gap, eV: 9.40
Relative energy (zero: lowest compared OMol25 entry of this formula, charge and spin), eV: 3.522
Total charge: -1
Largest force on an atom, eV/Å: 2.3
HOMO level, eV: -7.65

Each line ends with the Löwdin charge.
Cartesian coordinates (Å):
O -2.6363 2.6133 1.6018  -0.06
H -1.3792 0.0728 2.5941  0.02
O 4.6679 -0.7549 1.4881  -0.05
H 3.9031 -0.7145 0.8998  0.00
H 4.7765 0.2005 1.5864  0.01
O 1.2425 -0.3828 0.7109  -0.27
H 2.0449 0.1512 0.6371  0.02
H 0.4721 0.4923 0.2922  -0.02
O -2.9613 0.5586 -1.3359  -0.11
H -2.2308 0.6922 -0.7044  -0.01
H -3.4389 2.0628 1.5627  0.05
O -0.4247 1.2613 0.0591  -0.24
H -2.3260 2.2150 0.7589  0.02
H 0.0447 1.7779 -0.6123  -0.01
O -3.8047 -2.3528 2.0959  -0.07
H -4.6499 -2.1354 1.6772  0.02
H -2.7597 -0.3766 -1.6808  0.01
O 0.1580 -0.3670 -2.0770  -0.07
H 0.7205 -0.7030 -1.3595  0.06
H -0.4850 0.1965 -1.5817  0.04
O 1.2739 2.0215 -2.3141  -0.07
H 2.0589 -0.1669 4.1269  0.02
H -2.4374 4.8007 1.0564  0.02
O -2.0803 -1.4780 -2.6264  -0.09
H -2.4361 -0.8692 -3.2953  0.06
H -1.1843 -0.9918 -2.5539  0.01
O -3.1195 3.8968 -2.4800  -0.06
H -3.3319 3.2185 -1.8261  0.01
H -2.1702 3.7827 -2.5811  0.03
O 2.6999 -0.3038 4.8265  -0.06
H 0.0331 -1.9294 0.6621  -0.01
H 2.4325 -0.0590 5.7086  0.02
O -0.5076 0.1433 2.9914  -0.07
H 0.0804 0.2638 2.2197  0.00
H -3.2726 -2.2646 1.2859  0.02
O -0.8979 -2.0234 0.9073  -0.06
H -1.0359 -1.9886 1.8536  0.02
H 2.1931 2.2806 -2.1912  0.03
O -3.1842 5.2467 1.4751  -0.09
H 1.3825 1.1769 -2.7696  0.01
H -3.6762 4.4275 1.5962  0.00
O 3.2172 -3.4475 -1.2756  -0.06
H 2.4915 -2.9887 -0.8466  0.00
H 4.0285 -3.1910 -0.8314  0.03
O 5.4820 2.1165 0.1917  -0.04
H 5.3488 2.7524 0.8993  0.04
H 4.8046 2.2960 -0.4670  0.03
O 2.0275 -2.8930 1.3908  -0.08
H 1.7814 -3.0504 2.3003  0.04
H 1.8856 -1.9836 1.0552  -0.03
O -5.5534 0.1692 -0.0066  -0.07
H -4.6098 0.3952 0.0232  -0.01
H -5.8484 0.2095 0.9086  0.02
O 0.0779 -5.7344 -1.5288  -0.07
H 0.1866 -5.6472 -0.5702  0.04
H 0.6887 -5.0203 -1.7606  0.02
O 3.5563 0.8820 -3.6828  -0.05
H 3.1737 1.4293 -4.3802  0.05
H 3.5075 0.0143 -4.1040  0.05



H3INO2P | the ωB97M-V functional and the def2-TZVPD basis

## Properties
<S²>: 2.008
Total energy, eV: -23020.282
HOMO-LUMO gap (spin up / spin down), eV: 7.50 / 6.37
Relative energy (zero: lowest compared OMol25 entry of this formula, charge and spin), eV: 0.000
Total charge: 0
Largest force on an atom, eV/Å: 3.3
Multiplicity: 3
HOMO level (spin up / spin down), eV: -7.22 / -9.82

Each line ends with the Löwdin charge.
Cartesian coordinates (Å):
N 0.5266 1.5405 0.2277  -0.74
O 1.8422 -0.2916 1.2639  -0.47
O -1.1571 -1.5215 -0.7813  -0.16
P 0.4758 0.1836 1.0991  0.59
I -1.1855 2.0843 -0.8484  0.76
H 1.3847 1.7361 -0.2180  -0.03
H -0.2299 -1.5726 -0.5609  -0.04
H -1.6568 -2.1588 -0.1821  0.08